The following is a DFT calculation (ωB97M-V/def2-TZVPD) of one molecule with the formula C23H22N2O6S.

The geometry in XYZ format:
```
54
Properties=species:S:1:pos:R:3:nbo_charge:R:1
C -7.807 -3.405 0.412 -0.254
H -8.797 -3.789 0.651 0.203
O -7.707 -2.168 1.077 -0.485
C -6.564 -1.450 0.960 0.332
C -5.449 -1.837 0.218 -0.342
C -4.335 -1.022 0.167 -0.075
C -4.309 0.189 0.850 -0.230
C -5.428 0.575 1.592 -0.127
C -6.539 -0.231 1.648 -0.267
H -7.411 0.051 2.216 0.227
H -5.398 1.516 2.118 0.237
C -3.146 1.096 0.814 0.789
O -3.102 2.172 1.353 -0.581
O -2.109 0.566 0.122 -0.519
C -1.012 1.389 -0.095 0.306
C 0.219 1.026 0.405 -0.220
C 1.338 1.834 0.191 -0.114
C 1.173 3.018 -0.527 -0.155
C -0.057 3.380 -1.036 -0.292
C -1.173 2.570 -0.841 0.276
O -2.414 2.805 -1.331 -0.488
C -2.666 4.035 -1.966 -0.250
H -3.727 4.027 -2.207 0.204
H -2.452 4.876 -1.301 0.183
H -2.084 4.136 -2.888 0.175
H -0.147 4.301 -1.590 0.222
H 2.033 3.650 -0.677 0.229
C 2.624 1.442 0.729 0.027
N 3.626 2.224 0.637 -0.226
N 4.829 1.884 1.104 -0.689
H 5.502 2.634 1.099 0.414
S 5.295 0.519 2.000 2.277
O 4.296 0.171 2.967 -0.923
O 6.618 0.847 2.441 -0.930
C 5.379 -0.739 0.737 -0.274
C 4.456 -1.764 0.707 -0.207
C 4.532 -2.712 -0.300 -0.208
C 5.523 -2.635 -1.272 0.012
C 6.445 -1.592 -1.216 -0.204
C 6.376 -0.643 -0.214 -0.196
H 7.089 0.163 -0.145 0.236
H 7.222 -1.530 -1.963 0.216
C 5.598 -3.646 -2.373 -0.632
H 5.046 -4.546 -2.116 0.219
H 6.632 -3.911 -2.583 0.222
H 5.168 -3.231 -3.285 0.227
H 3.816 -3.520 -0.329 0.216
H 3.703 -1.815 1.478 0.240
H 2.675 0.476 1.228 0.180
H 0.301 0.114 0.977 0.222
H -3.475 -1.324 -0.411 0.221
H -5.442 -2.770 -0.323 0.220
H -7.717 -3.286 -0.673 0.178
H -7.050 -4.113 0.765 0.178
```

Results
**Calculated total energy**: -1848.73894 Ha
**SMILES string**: COc1ccc(C(=O)Oc2cc(/C=N/NS(=O)(=O)c3ccc(C)cc3)ccc2OC)cc1
**E_HOMO**: -8.0 eV
**Multiplicity**: 1
**Orbital gap**: 8.5 eV
**Relative energy (zero: lowest compared OMol25 entry of this formula, charge and spin)**: 82.58 kcal/mol


The following is a DFT calculation (ωB97M-V/def2-TZVPD) of C23H26N2NiO3Si as an isolated structure.

The geometry in XYZ format:
```
56
Properties=species:S:1:pos:R:3:nbo_charge:R:1
Ni 0.993 -0.823 -0.164 1.453
O -0.822 0.085 0.098 -0.784
C -1.916 -0.774 0.511 0.070
C -1.266 -2.138 0.867 0.778
O -1.958 -2.960 1.417 -0.617
O -0.030 -2.287 0.499 -0.852
C -2.865 -1.010 -0.650 -0.073
C -4.087 -1.638 -0.415 -0.186
C -4.948 -1.909 -1.464 -0.203
C -4.603 -1.562 -2.765 -0.209
C -3.384 -0.952 -3.007 -0.225
C -2.515 -0.684 -1.955 -0.169
C -2.556 -0.118 1.723 0.040
C -2.028 -0.330 2.993 -0.199
C -2.522 0.365 4.084 -0.213
C -3.548 1.287 3.919 -0.195
C -4.078 1.508 2.657 -0.217
C -3.582 0.808 1.564 -0.229
H -1.152 0.911 -0.277 0.516
H -4.346 -1.925 0.596 0.239
H -5.894 -2.398 -1.266 0.217
H -5.278 -1.774 -3.583 0.215
H -3.100 -0.688 -4.018 0.214
H -1.557 -0.228 -2.168 0.202
H -1.239 -1.059 3.134 0.224
H -2.109 0.184 5.068 0.216
H -3.934 1.830 4.773 0.213
H -4.880 2.222 2.521 0.215
H -4.004 0.979 0.581 0.220
C 3.282 -3.760 -0.001 -0.648
C 3.802 -2.414 -0.403 0.285
C 5.127 -2.175 -0.714 -0.331
C 5.504 -0.881 -1.075 -0.111
C 4.585 0.145 -1.121 -0.339
C 3.252 -0.149 -0.789 0.426
N 2.915 -1.415 -0.446 -0.619
N 2.157 0.660 -0.766 -1.217
Si 2.083 2.382 -0.610 1.812
C 3.077 3.313 -1.888 -1.133
C 2.646 2.862 1.105 -1.134
C 0.288 2.884 -0.819 -1.134
H 4.072 -4.507 -0.015 0.216
H 2.479 -4.072 -0.670 0.238
H 2.853 -3.711 1.001 0.240
H 5.845 -2.981 -0.679 0.221
H 6.538 -0.679 -1.328 0.216
H 4.863 1.147 -1.413 0.222
H 4.154 3.170 -1.787 0.231
H 2.875 4.382 -1.774 0.238
H 2.786 3.021 -2.900 0.241
H 3.696 2.606 1.269 0.239
H 2.048 2.316 1.840 0.238
H 2.524 3.932 1.295 0.237
H -0.196 2.314 -1.619 0.228
H 0.213 3.942 -1.083 0.246
H -0.260 2.746 0.118 0.231
```

Results
**Calculated total energy**: -3025.18885 Ha
**E_HOMO (alpha / beta)**: -8.1 / -8.2 eV
**Multiplicity**: 3
**Orbital gap (alpha / beta)**: 8.7 / 7.9 eV


The following is a DFT calculation (ωB97M-V/def2-TZVPD) of C35H33N8O7PS2Sr as an isolated structure.

The geometry in XYZ format:
```
87
Properties=species:S:1:pos:R:3:mulliken_charge:R:1
Sr 0.404 0.706 1.504 0.902
C 0.607 3.480 3.490 -0.972
C -0.912 3.658 3.442 -0.842
N -1.565 2.625 2.658 0.429
C -2.515 3.082 1.670 -0.851
C -1.832 3.733 0.470 -0.874
N -0.667 2.996 -0.028 0.329
C 0.537 3.812 -0.179 -0.144
C 1.098 4.257 1.179 -1.263
N 1.162 3.184 2.169 0.142
H 0.833 2.631 4.139 0.361
H 1.060 4.378 3.940 0.344
H -1.154 4.637 3.014 0.316
H -1.284 3.681 4.473 0.405
H -1.951 1.879 3.223 -0.020
H -3.255 3.798 2.071 0.287
H -3.069 2.199 1.359 0.188
H -1.500 4.739 0.749 0.393
H -2.572 3.872 -0.328 0.469
H -0.877 2.514 -0.891 0.114
H 0.362 4.716 -0.783 0.437
H 1.271 3.204 -0.707 -0.353
H 0.474 5.053 1.596 0.359
H 2.085 4.705 1.012 0.518
H 2.091 2.782 2.253 0.387
N -3.216 0.707 -0.935 0.144
C -3.221 -0.208 -1.969 -0.090
C -4.229 -0.109 -2.942 -0.612
C -4.251 -0.952 -4.031 -0.637
C -3.265 -1.921 -4.198 -0.910
C -2.273 -2.018 -3.239 0.082
C -2.227 -1.189 -2.116 -0.194
P -0.897 -1.344 -0.874 1.725
C -1.312 -2.903 -0.013 0.695
C -2.323 -3.756 -0.438 -0.725
C -2.672 -4.868 0.317 -0.711
C -2.017 -5.136 1.509 -0.693
C -1.016 -4.280 1.949 -0.762
C -0.672 -3.166 1.199 -0.195
C 0.565 -1.753 -1.927 0.016
C 0.798 -1.055 -3.110 0.102
C 1.944 -1.280 -3.857 -0.905
C 2.892 -2.199 -3.424 -0.287
C 2.682 -2.883 -2.236 -0.709
C 1.525 -2.664 -1.496 -0.429
H -4.133 1.068 -0.712 0.360
H -2.747 0.422 -0.077 -0.614
H -4.992 0.651 -2.825 0.369
H -5.043 -0.849 -4.764 0.356
H -3.268 -2.580 -5.054 0.410
H -1.491 -2.762 -3.357 0.497
H -2.868 -3.542 -1.351 0.305
H -3.475 -5.512 -0.019 0.389
H -2.304 -5.990 2.110 0.351
H -0.522 -4.448 2.898 0.456
H 0.078 -2.490 1.586 0.314
H 0.084 -0.313 -3.452 0.391
H 2.109 -0.713 -4.766 0.299
H 3.797 -2.361 -3.996 0.380
H 3.421 -3.584 -1.870 0.407
H 1.391 -3.197 -0.565 0.240
O 2.815 0.756 2.115 -0.740
C 2.776 -0.187 1.279 -0.905
O 1.874 -1.067 1.283 -0.541
C 3.636 -0.096 0.052 0.922
C 4.866 -0.642 -0.107 -0.382
C 5.524 -0.465 -1.341 -0.529
C 4.976 0.276 -2.353 -0.620
C 3.723 0.844 -2.183 -0.523
C 2.951 0.657 -0.998 0.761
O 1.783 1.059 -0.783 0.188
N 3.213 1.636 -3.308 1.217
O 2.122 2.161 -3.194 -0.580
O 3.937 1.778 -4.285 -0.774
N 6.835 -1.069 -1.549 1.045
O 7.327 -1.694 -0.619 -0.680
O 7.386 -0.921 -2.631 -0.681
H 5.341 -1.206 0.683 0.598
H 5.507 0.417 -3.281 0.625
S -2.786 -0.434 2.286 -0.542
C -2.082 -0.685 3.856 0.694
S -0.458 -0.221 4.209 -0.211
C -2.876 -1.262 4.851 0.223
C -2.408 -1.487 6.185 -0.058
N -2.091 -1.671 7.280 -0.681
C -4.236 -1.652 4.611 -0.020
N -5.340 -1.967 4.490 -0.680
```

Results
**Calculated total energy**: -3486.82780 Ha
**E_HOMO**: -2.3 eV
**Multiplicity**: 1
**Charge**: -2
**Orbital gap**: 6.2 eV
**Relative energy (zero: lowest compared OMol25 entry of this formula, charge and spin)**: 19.69 kcal/mol


The following is a DFT calculation (ωB97M-V/def2-TZVPD) of C36H33N5P2RbSSe2 as an isolated structure.

The geometry in XYZ format:
```
80
Properties=species:S:1:pos:R:3:nbo_charge:R:1
Rb 0.329 -0.216 0.022 0.927
Se -7.079 0.079 -1.563 -0.542
P -5.981 1.883 -1.577 1.264
C -6.075 2.733 -3.192 -0.265
C -5.377 3.921 -3.404 -0.184
C -5.456 4.570 -4.623 -0.223
C -6.231 4.035 -5.646 -0.207
C -6.921 2.852 -5.441 -0.209
C -6.842 2.200 -4.216 -0.216
C -6.603 3.135 -0.407 -0.378
C -7.894 3.060 0.099 -0.181
C -8.388 4.085 0.893 -0.211
C -7.592 5.178 1.201 -0.225
C -6.291 5.246 0.719 -0.159
C -5.804 4.231 -0.087 -0.221
C -4.219 1.751 -1.286 -0.337
C -3.371 1.482 -0.199 -0.322
N -2.147 1.270 -0.713 -0.330
N -2.226 1.375 -2.029 -0.133
N -3.458 1.653 -2.402 -0.299
P -3.386 1.575 1.586 1.275
Se -2.139 0.153 2.532 -0.533
C -5.115 1.456 2.115 -0.315
C -5.751 2.444 2.865 -0.215
C -7.044 2.240 3.319 -0.217
C -7.711 1.062 3.015 -0.208
C -7.087 0.086 2.254 -0.192
C -5.788 0.277 1.814 -0.194
C -2.841 3.265 1.986 -0.400
C -2.429 4.159 1.008 -0.195
C -1.972 5.422 1.363 -0.208
C -1.926 5.793 2.697 -0.205
C -2.316 4.894 3.683 -0.239
C -2.756 3.630 3.331 -0.121
H -4.753 4.331 -2.623 0.214
H -4.905 5.489 -4.781 0.209
H -6.291 4.541 -6.602 0.206
H -7.520 2.428 -6.237 0.207
H -7.372 1.271 -4.044 0.245
H -8.497 2.189 -0.133 0.246
H -9.396 4.023 1.285 0.211
H -7.979 5.970 1.831 0.208
H -5.650 6.081 0.978 0.207
H -4.785 4.273 -0.445 0.226
H -5.238 3.370 3.089 0.224
H -7.537 3.011 3.898 0.210
H -8.727 0.911 3.362 0.207
H -7.612 -0.822 1.989 0.219
H -5.296 -0.491 1.228 0.242
H -2.430 3.854 -0.032 0.234
H -1.638 6.107 0.594 0.212
H -1.566 6.777 2.974 0.209
H -2.259 5.174 4.728 0.212
H -3.029 2.907 4.091 0.224
S 3.428 -1.471 0.084 -0.502
C 3.187 -1.506 1.790 0.069
C 4.186 -2.012 2.660 -0.293
C 3.988 -2.030 4.018 -0.178
C 2.788 -1.543 4.546 -0.343
C 1.858 -1.067 3.643 0.042
N 2.028 -1.042 2.321 -0.549
H 5.102 -2.379 2.219 0.214
H 4.758 -2.420 4.675 0.195
H 2.586 -1.536 5.608 0.201
H 0.906 -0.677 3.997 0.181
C 1.072 1.262 -5.821 -0.584
C -0.112 0.466 -5.257 -0.164
C -1.360 1.347 -5.169 -0.588
C -0.387 -0.764 -6.136 -0.584
C 0.260 -0.023 -3.918 0.342
N 0.555 -0.438 -2.889 -0.372
H 0.820 1.612 -6.824 0.205
H 1.970 0.646 -5.879 0.216
H 1.287 2.129 -5.196 0.220
H -1.611 1.688 -6.176 0.197
H -1.189 2.213 -4.531 0.231
H -2.208 0.808 -4.751 0.244
H -0.647 -0.432 -7.143 0.205
H -1.218 -1.344 -5.735 0.223
H 0.491 -1.409 -6.194 0.215
```

Results
**Calculated total energy**: -7573.43870 Ha
**E_HOMO**: -3.8 eV
**Multiplicity**: 1
**Charge**: -1
**Orbital gap**: 6.0 eV
**Relative energy (zero: lowest compared OMol25 entry of this formula, charge and spin)**: 0.00 kcal/mol


Number 1: largest force on an atom 1.56 eV/Å. Number 2: largest force on an atom 0.36 eV/Å. Number 3: largest force on an atom 2.82 eV/Å. Number 4: largest force on an atom 0.25 eV/Å.